Entry a
Here is a gas-phase ion, C7H11N2 (charge +1) from the Open Molecules 2025 dataset. Energies are from ωB97M-V/def2-TZVPD.

Each line ends with the natural charge from an NBO analysis.
Element x y z (Å)
C -4.79 -0.18 -0.20  -0.74
C -3.43 -0.28 0.08  0.64
N -2.24 -0.12 0.15  -0.22
C -0.89 0.52 0.46  -0.12
C 0.48 0.26 0.33  0.14
C 1.81 0.86 0.79  -0.25
N 2.45 -0.41 0.38  -0.40
C 3.74 -0.45 -0.40  -0.42
C 1.16 -0.77 -0.35  -0.30
H -5.35 -1.01 0.02  0.30
H -4.84 0.12 -1.21  0.30
H -5.17 0.63 0.42  0.31
H -1.10 1.41 1.00  0.23
H 2.19 1.67 0.13  0.21
H 1.97 1.22 1.80  0.24
H 3.39 -0.07 -1.44  0.17
H 4.36 0.34 0.05  0.22
H 4.24 -1.48 -0.43  0.24
H 0.75 -1.81 -0.12  0.24
H 1.26 -0.46 -1.47  0.23

Summary:
SMILES string	CC#[N+]C=C1CN(C)C1
highest occupied orbital energy	-11.92	eV
orbital gap	7.500	eV
net charge	+1

---

Entry b
Here is a gas-phase ion, C7H11N2 (charge +1) from the Open Molecules 2025 dataset. Energies are from ωB97M-V/def2-TZVPD.

Each line ends with the natural charge from an NBO analysis.
Element x y z (Å)
C 1.43 1.83 -0.50  -0.63
C 1.03 0.33 -0.58  0.01
C 0.93 -0.64 0.53  0.00
C 1.18 -2.17 0.21  -0.65
N -0.32 -0.02 -0.01  -0.15
C -1.18 0.84 0.73  0.00
C -2.49 0.65 0.46  -0.23
C -2.47 -0.45 -0.54  0.09
N -1.27 -0.78 -0.80  -0.22
H 1.09 2.31 0.39  0.22
H 0.93 2.36 -1.27  0.24
H 2.46 2.06 -0.42  0.26
H 1.15 0.02 -1.56  0.25
H 1.09 -0.33 1.62  0.27
H 0.79 -2.67 -0.63  0.26
H 0.91 -2.76 1.02  0.24
H 2.28 -2.50 0.17  0.26
H -0.75 1.68 1.38  0.26
H -3.40 1.07 0.77  0.27
H -3.39 -0.84 -0.97  0.26

Summary:
SMILES string	C[C@H]1[C@H](C)[N+]12C=CC=N2
highest occupied orbital energy	-14.76	eV
orbital gap	10.511	eV
net charge	+1

---

The least stable of them is entry a.